# 1
This record from OMol25 describes an isolated molecule of C17H37BClN2O7PS2. The level of theory is ωB97M-V/def2-TZVPD.

Positions of all 68 atoms, in Å:
C: 1.484 -2.144 0.585
C: 0.658 -0.845 0.547
C: 1.345 0.445 1.044
C: 2.409 1.007 0.103
C: 3.700 0.194 -0.115
C: 3.690 -0.598 -1.443
C: 4.317 -1.994 -1.381
N: 3.815 -2.902 -2.433
O: 0.276 1.422 1.244
C: -0.344 1.943 0.094
C: 0.117 3.405 -0.074
C: 0.067 3.980 -1.486
C: 0.876 3.170 -2.471
O: 2.104 3.218 -2.495
O: 0.185 2.369 -3.364
C: -1.889 1.900 0.379
N: -2.187 0.633 1.074
C: -3.606 0.229 1.082
C: -3.788 -0.949 0.125
C: -3.451 -2.287 0.782
C: -2.799 -3.302 -0.157
S: -3.472 -3.443 -1.807
O: -3.162 -4.758 -2.277
O: -3.034 -2.348 -2.615
Cl: -5.496 -3.380 -1.559
P: -2.824 2.137 -1.192
S: -3.801 3.842 -1.175
B: 1.937 0.282 2.524
O: 2.811 -0.725 2.844
O: 1.597 1.204 3.504
C: 0.494 0.692 4.264
H: 2.523 -2.015 0.842
H: 1.068 -2.817 1.331
H: 1.435 -2.690 -0.353
H: -0.199 -0.979 1.193
H: 0.310 -0.693 -0.473
H: 2.005 1.212 -0.886
H: 2.692 1.982 0.495
H: 3.978 -0.447 0.714
H: 4.495 0.927 -0.211
H: 2.687 -0.653 -1.860
H: 4.271 -0.029 -2.166
H: 5.387 -1.924 -1.560
H: 4.190 -2.461 -0.412
H: 3.894 -2.420 -3.319
H: 2.821 -3.014 -2.272
H: -0.149 1.382 -0.819
H: -0.460 4.026 0.603
H: 1.145 3.448 0.268
H: 0.538 4.957 -1.462
H: -0.942 4.141 -1.859
H: 0.316 1.445 -3.140
H: -2.095 2.731 1.046
H: -1.932 0.793 2.036
H: -3.821 -0.138 2.085
H: -4.313 1.040 0.906
H: -3.063 -0.805 -0.673
H: -4.758 -0.956 -0.361
H: -2.733 -2.114 1.580
H: -4.348 -2.730 1.204
H: -2.846 -4.302 0.258
H: -1.750 -3.078 -0.329
H: -1.903 2.047 -2.246
H: -3.736 1.095 -1.389
H: 2.672 -1.053 3.734
H: -0.124 0.026 3.654
H: 0.862 0.152 5.132
H: -0.144 1.516 4.561

## Properties
* M: 522.9 Da
* LUMO level: -0.07 eV
* SMILES: CC[C@@](CCCCN)(O[C@H](CCC(=O)O)[C@H](NCCCCS(=O)(=O)Cl)[PH2]=S)B(O)OC
* spin multiplicity: 1
* Kohn-Sham gap: 8.661 eV

=====

# 2
This record from OMol25 describes a cluster of 3 separate species, C17H37BIO3 in total. The level of theory is ωB97M-V/def2-TZVPD.

Positions of all 59 atoms, in Å:
I: -2.766 0.371 -3.872
C: -3.619 2.255 -4.715
O: -4.613 2.670 -3.913
B: -4.452 4.171 -3.745
O: -2.962 4.276 -3.789
C: -2.576 3.407 -4.804
C: -2.711 4.109 -6.189
C: -1.489 3.779 -6.984
C: -1.617 3.598 -8.584
O: -1.451 2.519 -7.450
H: -4.023 1.911 -5.669
H: -4.895 4.588 -2.684
H: -4.996 4.793 -4.675
H: -1.556 3.063 -4.610
H: -2.781 5.183 -6.035
H: -3.560 3.705 -6.739
H: -0.574 4.293 -6.680
H: -1.841 2.929 -9.409
H: -2.666 3.972 -8.522
C: 1.404 -1.900 -3.252
C: 0.383 -2.531 -2.310
C: -0.172 -1.550 -1.279
C: 0.864 -0.970 -0.315
C: 1.642 -2.006 0.494
C: 0.761 -2.851 1.410
H: 2.284 -1.542 -2.713
H: 1.748 -2.620 -3.996
H: 0.963 -1.054 -3.782
H: 0.827 -3.399 -1.811
H: -0.452 -2.913 -2.902
H: -0.964 -2.044 -0.709
H: -0.655 -0.725 -1.807
H: 0.351 -0.292 0.375
H: 1.572 -0.349 -0.870
H: 2.384 -1.483 1.105
H: 2.208 -2.660 -0.175
H: 0.213 -2.221 2.115
H: 1.367 -3.552 1.988
H: 0.034 -3.435 0.844
C: 1.972 -1.670 8.737
C: 1.656 -0.568 7.730
C: 0.785 -1.038 6.566
C: 1.410 -2.130 5.696
C: 2.758 -1.764 5.077
C: 2.687 -0.568 4.133
H: 2.538 -2.483 8.281
H: 2.567 -1.284 9.566
H: 1.054 -2.091 9.153
H: 2.588 -0.139 7.353
H: 1.135 0.243 8.245
H: 0.530 -0.177 5.943
H: -0.165 -1.412 6.962
H: 0.709 -2.378 4.893
H: 1.526 -3.046 6.283
H: 3.128 -2.630 4.523
H: 3.494 -1.569 5.862
H: 1.983 -0.761 3.320
H: 3.663 -0.368 3.690
H: 2.368 0.340 4.648

## Properties
* M: 427.2 Da
* total charge: -1
* LUMO level: 2.30 eV
* spin multiplicity: 1
* Kohn-Sham gap: 7.033 eV

=====

# 3
This record from OMol25 describes a cluster of 3 separate species, C17H37BN2O5 in total. The level of theory is ωB97M-V/def2-TZVPD.

Positions of all 62 atoms, in Å:
C: -1.277 -4.167 0.338
C: -0.600 -4.523 -1.078
O: 0.775 -4.957 -0.927
C: 1.667 -3.828 -0.757
B: 2.271 -3.291 -2.186
C: 1.793 -3.993 -3.592
C: 3.321 -2.022 -2.193
C: 2.377 -0.709 -2.376
C: 3.201 0.654 -2.505
C: 2.274 1.962 -2.371
C: 0.853 1.818 -3.138
O: 0.983 1.886 -4.586
C: 0.655 0.656 -5.210
C: -0.803 0.031 -5.337
O: 1.595 0.015 -5.753
H: -0.529 -4.457 1.154
H: -2.257 -4.727 0.530
H: -1.514 -3.031 0.429
H: -1.202 -5.392 -1.532
H: -0.671 -3.657 -1.830
H: 2.560 -4.055 -0.074
H: 1.104 -2.943 -0.300
H: 2.474 -3.690 -4.456
H: 1.680 -5.133 -3.483
H: 0.749 -3.561 -3.818
H: 3.914 -1.939 -1.223
H: 4.055 -2.127 -3.066
H: 1.709 -0.665 -1.447
H: 1.699 -0.937 -3.263
H: 3.913 0.684 -1.594
H: 3.896 0.685 -3.425
H: 2.004 2.057 -1.251
H: 2.823 2.922 -2.644
H: 0.262 2.762 -2.829
H: 0.238 0.935 -2.759
H: -1.655 0.776 -5.207
H: -0.901 -0.876 -4.636
H: -0.892 -0.408 -6.399
C: -2.947 -0.794 4.415
N: -2.334 -1.133 3.149
C: -2.082 -0.318 2.089
C: -2.475 1.129 2.205
O: -1.549 -0.772 1.082
H: -2.240 -1.029 5.213
H: -3.841 -1.410 4.539
H: -3.221 0.258 4.471
H: -2.042 -2.089 2.997
H: -2.212 1.650 1.284
H: -3.554 1.214 2.354
H: -1.941 1.598 3.033
C: 0.040 5.407 5.863
N: -0.725 4.226 5.523
C: -1.620 4.062 4.512
C: -1.881 5.233 3.603
O: -2.186 2.985 4.364
H: 1.101 5.153 5.814
H: -0.210 5.694 6.886
H: -0.165 6.238 5.192
H: -0.605 3.397 6.088
H: -2.615 4.948 2.849
H: -2.282 6.072 4.175
H: -0.960 5.527 3.094

## Properties
* M: 360.3 Da
* LUMO level: 0.49 eV
* SMILES: CCOCB(C)CCCCCOC(C)=O.CNC(C)=O.CNC(C)=O
* spin multiplicity: 1
* Kohn-Sham gap: 9.250 eV

=====

# 4
This record from OMol25 describes a cluster of 7 separate species, C17H37Br12NOP in total. The level of theory is ωB97M-V/def2-TZVPD.

Positions of all 69 atoms, in Å:
C: -1.513 0.452 0.946
C: -0.194 0.431 0.164
P: 0.465 1.995 -0.732
C: -1.102 2.995 -0.824
N: 0.604 1.575 -2.311
C: 1.903 1.092 -2.709
C: 1.827 0.625 -4.154
O: 2.931 -0.195 -4.572
H: -1.571 -0.381 1.655
H: -1.636 1.377 1.514
H: -2.370 0.353 0.274
H: 0.604 0.111 0.850
H: -0.242 -0.319 -0.638
H: -1.958 2.573 -0.297
H: -1.347 3.071 -1.885
H: -0.921 3.998 -0.427
H: 2.681 1.870 -2.615
H: 2.279 0.226 -2.125
H: 1.832 1.477 -4.841
H: 0.877 0.095 -4.284
H: 3.024 -0.888 -3.904
Br: -3.276 -2.724 2.500
C: -2.409 -3.023 4.211
C: -3.136 -2.353 5.345
Br: -2.937 -0.422 5.318
H: -1.391 -2.661 4.097
H: -2.398 -4.100 4.360
H: -2.735 -2.692 6.297
H: -4.202 -2.555 5.314
Br: 5.449 2.936 -5.751
C: 3.796 3.727 -6.390
C: 3.453 4.995 -5.647
Br: 2.788 4.626 -3.867
H: 3.027 2.969 -6.270
H: 3.953 3.936 -7.446
H: 2.660 5.527 -6.169
H: 4.318 5.644 -5.544
Br: 0.277 -4.339 1.913
C: -0.232 -3.288 0.351
C: 0.696 -3.551 -0.804
Br: 2.474 -2.830 -0.521
H: -0.217 -2.248 0.667
H: -1.248 -3.585 0.102
H: 0.308 -3.073 -1.701
H: 0.826 -4.615 -0.978
Br: 0.764 7.238 -0.764
C: 0.480 8.409 -2.282
C: 1.418 8.099 -3.420
Br: 3.238 8.664 -3.045
H: 0.603 9.426 -1.924
H: -0.548 8.251 -2.601
H: 1.112 8.632 -4.318
H: 1.475 7.032 -3.615
Br: 5.251 -4.605 5.349
C: 4.916 -5.169 3.520
C: 3.455 -5.133 3.162
Br: 2.450 -6.564 4.018
H: 5.329 -6.169 3.430
H: 5.468 -4.481 2.885
H: 3.324 -5.269 2.092
H: 2.981 -4.204 3.462
Br: -5.845 -5.546 3.419
C: -7.485 -4.684 3.987
C: -7.211 -3.431 4.778
Br: -6.523 -3.811 6.555
H: -8.048 -5.418 4.557
H: -8.026 -4.428 3.079
H: -8.126 -2.863 4.921
H: -6.468 -2.809 4.286

## Properties
* M: 1261.3 Da
* total charge: -1
* LUMO level: 1.73 eV
* ΔE to the lowest compared entry with this formula, charge and spin: 0.0 kJ/mol
* spin multiplicity: 1
* Kohn-Sham gap: 4.166 eV